# 1
DFT (ωB97M-V/def2-TZVPD) results for 2 unconnected molecules or ions with the total composition C5H12NO3.

Summary:
LUMO, eV: 3.98
Energy, eV: -13014.2146
Relative energy (zero: lowest compared OMol25 entry of this formula, charge and spin), kcal per mole: 15.7

```
! RIJCOSX wB97M-V def2-TZVPD def2/J DEFGRID3
* xyz -1 1
O 2.57086 0.09112 -1.35940
C 1.38126 0.47289 -1.30548
O 1.00728 1.67981 -1.19869
C 0.25937 -0.57029 -1.38095
C 0.33041 -1.55452 -0.22547
C 0.70837 -0.94773 1.13308
C -0.16533 0.23412 1.56004
N -1.62906 0.09200 1.37376
H -0.72735 -0.06783 -1.39374
H 0.42365 -1.10777 -2.31451
H -0.62380 -2.10246 -0.14948
H 1.14482 -2.32577 -0.47890
H 1.78261 -0.59180 1.11699
H 0.63811 -1.70554 1.92153
H 0.20771 1.15279 0.97902
H 0.01324 0.46492 2.62348
H -1.85814 -0.86853 1.23494
H -1.93968 0.64821 0.47180
H -0.50631 1.91414 -1.09810
H -1.48126 2.97890 -0.57212
O -1.53679 2.11332 -0.93779
*
```

# 2
DFT (ωB97M-V/def2-TZVPD) results for 2 unconnected molecules or ions with the total composition C28H35N3OS2.

Summary:
LUMO, eV: -1.77
Energy, eV: -57790.1684

```
! RIJCOSX wB97M-V def2-TZVPD def2/J DEFGRID3
* xyz 0 1
C -8.02414 -1.35840 -0.46498
C -7.98583 -2.83584 -0.90122
C -6.50591 -3.25186 -0.95654
N -5.76069 -2.04173 -0.64019
C -4.40573 -1.95292 -0.83444
S -3.56674 -3.37673 -1.09628
S -3.73389 -0.39661 -0.85548
C -6.55768 -0.85088 -0.42309
H -8.61759 -0.75090 -1.15507
H -8.46513 -1.26905 0.53724
H -8.53836 -3.47169 -0.20670
H -8.43292 -2.95040 -1.89278
H -6.29836 -4.06789 -0.24483
H -6.25310 -3.64845 -1.95323
H -6.36678 -0.08209 -1.20342
H -6.31815 -0.36117 0.54524
C 5.42327 2.61020 -0.94721
N 4.50903 1.51237 -0.72471
C 4.90524 0.22253 -0.94686
O 5.99588 -0.13356 -1.38778
C 3.73941 -0.68843 -0.55519
C 4.10607 -1.51747 0.69061
C 5.24347 -2.48530 0.42672
C 6.36931 -2.49438 1.25821
C 7.48383 -3.25769 0.90328
C 7.45448 -4.05543 -0.24431
C 6.28548 -4.13144 -1.00634
C 5.17506 -3.35407 -0.66534
N 2.64797 0.28191 -0.38557
C 1.36629 -0.12567 -0.26937
C 0.28217 0.71574 0.02861
C -1.07703 0.38245 0.06477
C -2.01420 1.27671 0.70310
C -3.11411 0.88827 1.52856
C -4.06095 1.82685 1.92808
C -3.92993 3.18605 1.59089
C -5.00066 4.20370 1.85763
C -2.77400 3.59209 0.91745
C -1.87468 2.65669 0.43820
C 3.10393 1.68820 -0.37211
C 2.99508 2.34496 1.01422
C 2.42017 2.58801 -1.41650
H 6.41364 2.18440 -1.14414
H 5.09716 3.21600 -1.80426
H 5.46058 3.25741 -0.06119
H 3.50252 -1.35885 -1.39920
H 4.38709 -0.82205 1.49887
H 3.20368 -2.05522 1.02353
H 6.37359 -1.86514 2.15322
H 8.37837 -3.21590 1.52144
H 8.34000 -4.62180 -0.54194
H 6.23411 -4.77502 -1.88394
H 4.26052 -3.38456 -1.26588
H 1.20567 -1.20701 -0.36771
H 0.53203 1.75409 0.27067
H -1.36180 -0.58301 -0.38951
H -3.17627 -0.14008 1.88475
H -4.93152 1.52569 2.51932
H -4.57022 5.20743 1.76244
H -5.81368 4.12331 1.12164
H -5.43495 4.08329 2.85416
H -2.57846 4.64844 0.73503
H -1.05810 2.96367 -0.21588
H 3.66790 1.84802 1.72762
H 3.27976 3.40363 0.92432
H 1.97193 2.29716 1.39573
H 2.68594 2.25759 -2.43092
H 1.33344 2.57208 -1.30758
H 2.76749 3.61973 -1.26386
*
```

# 3
DFT (ωB97M-V/def2-TZVPD) results for a single C4H3NO2 molecule.

Summary:
SMILES: O=Cc1ncco1
LUMO, eV: -0.03
Energy, eV: -9780.4336
Relative energy (zero: lowest compared OMol25 entry of this formula, charge and spin), kcal per mole: 28.9

```
! RIJCOSX wB97M-V def2-TZVPD def2/J DEFGRID3
* xyz 0 1
O -1.80335 -2.10202 0.22795
C -1.57546 -1.02114 0.71264
C -0.33656 -0.25494 0.45572
N -0.39659 1.01916 0.23208
C 0.76203 1.29645 -0.45815
C 1.49231 0.15994 -0.56350
O 0.79512 -0.84736 0.02181
H -2.31773 -0.42646 1.27679
H 0.93706 2.26597 -0.89799
H 2.44317 -0.08959 -1.00734
*
```

# 4
DFT (ωB97M-V/def2-TZVPD) results for a molecular structure, C41H64AsMnN5O2SSbSi3.

Summary:
LUMO (spin up / spin down), eV: 2.24 / 2.24
Energy, eV: -188271.1306
Relative energy (zero: lowest compared OMol25 entry of this formula, charge and spin), kcal per mole: 2.7

```
! RIJCOSX wB97M-V def2-TZVPD def2/J DEFGRID3
* xyz -1 6
Mn 0.18492 1.45114 0.41936
C 2.44640 -4.70411 5.87591
C 2.55190 -3.37242 5.18365
C 3.38837 -2.37254 5.66789
C 3.49608 -1.15276 5.01471
C 2.75266 -0.91744 3.86976
C 1.90162 -1.89748 3.37888
C 1.81480 -3.11691 4.02936
S 2.96018 0.62236 2.98386
O 3.81643 0.31630 1.86802
O 3.44083 1.56644 3.96837
N 1.52130 0.98791 2.41262
C 0.55703 1.49422 3.23200
C 0.53359 1.63188 4.63236
C -0.57706 2.21063 5.20747
C -1.64374 2.66407 4.42916
C -1.55124 2.48000 3.06343
N -0.50357 1.88400 2.50796
H 2.88104 -4.66650 6.87473
H 2.97083 -5.47962 5.31286
H 1.40535 -5.01810 5.97045
H 3.96383 -2.54992 6.56970
H 4.14376 -0.37328 5.39525
H 1.31593 -1.69020 2.49261
H 1.16053 -3.88847 3.63734
H 1.37217 1.32111 5.23566
H -0.60855 2.32333 6.28551
H -2.50351 3.15311 4.86470
H -2.31995 2.80598 2.37100
C 2.10057 1.91604 -4.46220
Sb 0.44291 2.22362 -3.09558
C 1.56508 1.99267 -1.31007
C 2.27267 0.72013 -1.12983
C 3.61666 0.47493 -1.46284
C 4.19541 -0.73897 -1.16278
C 3.43523 -1.72368 -0.54131
C 2.12757 -1.41492 -0.22958
N 1.55674 -0.24595 -0.50806
Si 2.41552 3.59643 -0.95123
C 3.59933 4.31523 -2.25636
C 3.44227 3.44093 0.61587
C 1.12874 4.94462 -0.69186
C -0.82215 0.46240 -3.90153
C -1.64131 -0.18579 -2.82072
C -2.77231 -0.95996 -3.13878
C -3.47795 -1.60209 -2.14918
C -3.06649 -1.47248 -0.83235
C -1.96986 -0.67079 -0.59562
N -1.27423 -0.04839 -1.54480
Si 0.10151 -0.92211 -4.81333
C 0.73711 -0.44210 -6.52254
C -0.98309 -2.42797 -5.19612
C 1.45469 -1.65952 -3.75419
Si -1.98300 1.47327 -5.03445
C -1.04025 2.65403 -6.16151
C -3.20570 2.41412 -3.97656
C -2.99352 0.44519 -6.26816
H 2.89442 2.57553 -4.11074
H 1.81931 2.22411 -5.46892
H 2.49235 0.90106 -4.48609
H 4.18564 1.26118 -1.94351
H 5.23615 -0.92050 -1.40490
H 3.84883 -2.68720 -0.27719
H 1.49748 -2.14489 0.27232
H 4.40194 3.63457 -2.55341
H 4.06633 5.20927 -1.83086
H 3.06958 4.62452 -3.16226
H 4.04370 2.53001 0.63138
H 2.80942 3.41439 1.50658
H 4.11616 4.29777 0.71027
H 0.44494 5.03715 -1.53845
H 1.63254 5.90683 -0.55328
H 0.50936 4.74829 0.18525
H -3.07413 -1.06845 -4.16761
H -4.34333 -2.20468 -2.40077
H -3.58558 -1.96344 -0.02008
H -1.63213 -0.51476 0.42647
H -0.09575 -0.23482 -7.19919
H 1.27004 -1.30902 -6.92605
H 1.41522 0.40653 -6.54609
H -1.86306 -2.21314 -5.80498
H -1.30852 -2.94988 -4.29491
H -0.34919 -3.11717 -5.76461
H 2.25770 -0.97793 -3.47902
H 1.89426 -2.52040 -4.26793
H 1.01204 -2.02209 -2.82384
H -0.50411 3.43896 -5.62898
H -1.77725 3.13948 -6.80937
H -0.33290 2.12713 -6.80494
H -2.73516 2.93533 -3.13936
H -3.95253 1.73746 -3.55315
H -3.73369 3.15375 -4.58623
H -2.38333 -0.24421 -6.85489
H -3.45398 1.14687 -6.97109
H -3.80430 -0.12096 -5.80741
N -2.44352 3.25304 -0.62419
C -1.53482 2.63433 -0.25044
C -1.67503 -1.38386 6.14769
C -1.86711 -2.41591 5.04496
As -1.96380 -1.55614 3.27002
C -1.87459 -3.21421 2.18725
C -3.01229 -4.21784 2.29510
C -3.90850 -1.18009 3.34494
C -4.34007 0.04636 2.55104
H -1.66394 -1.85204 7.13502
H -2.47316 -0.63667 6.14521
H -0.73447 -0.84800 6.01281
H -2.77439 -3.00532 5.20303
H -1.02337 -3.10727 5.02553
H -0.93447 -3.67486 2.50599
H -1.72263 -2.91346 1.14998
H -3.19132 -4.51949 3.32960
H -2.79177 -5.12075 1.72021
H -3.94762 -3.81160 1.90544
H -4.11834 -1.03014 4.40743
H -4.46665 -2.06949 3.04487
H -3.78362 0.92871 2.86181
H -5.40299 0.25490 2.69638
H -4.17408 -0.06853 1.47923
*
```

# 5
DFT (ωB97M-V/def2-TZVPD) results for 2 unconnected molecules or ions with the total composition C2H9N2S.

Summary:
LUMO, eV: -3.80
Energy, eV: -16025.5211
Relative energy (zero: lowest compared OMol25 entry of this formula, charge and spin), kcal per mole: 89.6

```
! RIJCOSX wB97M-V def2-TZVPD def2/J DEFGRID3
* xyz 1 1
C 0.35663 -0.61035 -1.49971
C 0.39058 -0.04688 0.00056
N -0.32203 -0.82021 0.81626
N -0.07585 1.45256 -0.02119
S -0.63698 -0.28644 2.43484
H -0.07056 0.16563 -2.08595
H -0.21183 -1.56199 -1.44574
H 1.46187 -0.77305 -1.77521
H 1.48964 -0.09625 0.27537
H -1.39830 -1.53576 0.15143
H -0.44758 1.68456 1.01539
H -0.73190 1.73480 -0.75495
H 0.71883 2.09624 -0.14739
H -0.52251 -1.40288 3.03629
*
```

# 6
DFT (ωB97M-V/def2-TZVPD) results for a molecular structure, C27H27BF4GeNOPd.

Summary:
LUMO (spin up / spin down), eV: 2.76 / 2.66
Energy, eV: -103521.2338
Relative energy (zero: lowest compared OMol25 entry of this formula, charge and spin), kcal per mole: 0.0

```
! RIJCOSX wB97M-V def2-TZVPD def2/J DEFGRID3
* xyz -1 3
Pd -0.65479 0.98388 -0.39262
O -1.96759 -0.88110 -3.21469
C -3.12385 -0.08278 -3.45402
C -4.09021 -0.07998 -2.23194
C -3.62145 0.74326 -1.04455
C -3.21501 2.15685 -1.35431
C -4.09241 3.24737 -1.21613
C -3.67328 4.53698 -1.54886
C -2.38844 4.67014 -2.07594
C -1.56295 3.55041 -2.16323
N -1.92259 2.31121 -1.74064
H -1.19044 -0.30614 -3.03826
H -3.69866 -0.57634 -4.26178
H -2.92890 0.95226 -3.83005
H -4.23649 -1.13445 -1.98350
H -5.09488 0.24067 -2.54963
H -2.70834 0.30795 -0.55830
H -4.42758 0.73982 -0.28643
H -5.05276 2.99665 -0.84499
H -4.33652 5.35896 -1.38870
H -2.00396 5.62409 -2.43097
H -0.57374 3.58609 -2.60049
C -0.86529 -0.06773 1.20797
Ge 0.90456 -0.89316 1.38181
C 0.89436 -2.64073 0.47056
C 0.46825 -3.78344 1.08520
C 0.17870 -4.94564 0.38271
C 0.55453 -5.08383 -0.95068
C 1.03342 -3.93733 -1.59611
C 1.09790 -2.69916 -0.92098
C 1.09022 -0.89291 3.34716
C 0.20977 -0.16238 4.16491
C 0.22827 -0.30834 5.54827
C 1.16698 -1.20894 6.12355
C 2.12367 -1.81807 5.30326
C 2.07716 -1.66713 3.90352
C 2.44899 0.15019 0.65497
C 3.35498 -0.23939 -0.35902
C 4.53209 0.47494 -0.63662
C 4.82361 1.68131 0.01489
C 3.98008 2.04665 1.08450
C 2.81130 1.30580 1.35354
H -1.86464 -0.27746 1.61773
H 0.36684 -3.73371 2.16782
H -0.25795 -5.81455 0.95257
H 0.28661 -5.96263 -1.55127
H 1.48324 -3.98235 -2.58607
H 1.31746 -1.77446 -1.49084
H -0.50377 0.49530 3.67392
H -0.50367 0.25219 6.12200
H 1.09928 -1.49957 7.16965
H 2.92603 -2.38807 5.74616
H 2.83733 -2.24783 3.34952
H 3.19386 -1.16806 -0.88581
H 5.20940 0.08505 -1.37225
H 5.67825 2.23560 -0.33830
H 4.05697 2.91057 1.70650
H 2.17455 1.62783 2.16623
F 2.37669 0.71551 -2.90753
B 1.21711 1.40296 -2.79473
F 1.05394 2.35130 -3.78206
F 1.19377 1.95307 -1.45702
F 0.10999 0.56279 -2.85959
*
```

# 7
DFT (ωB97M-V/def2-TZVPD) results for a single C2HF3N2 molecule.

Summary:
SMILES: N#CNC(F)(F)F
LUMO, eV: 0.39
Energy, eV: -13221.8057
Relative energy (zero: lowest compared OMol25 entry of this formula, charge and spin), kcal per mole: 9.4

```
! RIJCOSX wB97M-V def2-TZVPD def2/J DEFGRID3
* xyz 0 1
N -2.72977 0.65017 -0.53144
C -1.60599 0.37495 -0.29850
N -0.40741 0.07421 0.27335
C 1.00577 -0.27619 -0.08489
F 1.44315 -1.43552 0.44831
F 1.05573 -0.48373 -1.39597
F 1.82883 0.65548 0.34037
H -0.59032 0.44063 1.24877
*
```

# 8
DFT (ωB97M-V/def2-TZVPD) results for 2 unconnected molecules or ions with the total composition C2H3NO2.

Summary:
LUMO, eV: 0.89
Energy, eV: -7701.8517
Relative energy (zero: lowest compared OMol25 entry of this formula, charge and spin), kcal per mole: 138.2

```
! RIJCOSX wB97M-V def2-TZVPD def2/J DEFGRID3
* xyz 0 1
C 1.93649 0.05703 0.57340
C 0.02412 -0.27883 -0.40943
N -0.62964 -1.38871 0.00046
O 1.95479 1.13450 1.07066
O -1.08581 -0.08907 0.34135
H 2.65922 -0.68114 0.63508
H 0.21820 0.00773 -1.45963
H -1.28620 -1.73442 -0.75815
*
```

no.,maximum force (eV/A)
1,2.81
2,1.88
3,0.65
4,0.74
5,7.03
6,2.16
7,3.19
8,6.37